The following is a DFT calculation (ωB97M-V/def2-TZVPD) of a cluster of 13 separate species, C68H75F8N5 in total.

Each line ends with the Löwdin charge.
Atoms and positions in Å:
C1 6.431573 2.760633 -9.683917  -0.009
C2 -8.926377 2.239993 3.094443  -0.104
H1 -9.741427 2.461623 2.405483  0.068
C3 0.768483 -7.097227 -10.692057  -0.090
H2 -1.102607 1.215623 10.507603  0.076
C4 -11.658987 3.568543 -4.973787  -0.197
F1 0.128313 -3.630367 -9.942237  0.052
C5 -4.780887 -10.952327 6.050493  -0.015
C6 -1.738647 10.249813 -5.811327  -0.092
C7 5.322093 5.758453 3.194383  -0.282
F2 -6.152527 -10.372507 4.287023  0.077
H3 -12.810197 6.008513 -6.196777  0.069
C8 -0.894147 0.340383 11.122913  -0.126
H4 -1.385217 7.021013 -4.905477  0.110
H5 9.095573 -0.052137 7.675393  0.115
H6 7.264343 -6.535327 -0.598657  0.071
C9 0.233763 -0.376297 10.522563  -0.277
C10 8.004123 -5.931977 -0.072547  -0.118
H7 -1.151267 -1.864017 1.786063  0.098
C11 6.105433 4.570083 -8.077187  -0.119
H8 1.043843 -1.443167 0.526343  0.109
F3 -0.111077 -11.528037 -3.346647  0.058
C12 11.188793 -1.787707 7.375873  -0.103
C13 -2.386027 -0.774977 -1.211757  -0.054
H9 -1.802517 -0.260887 11.160833  0.084
H10 -12.577607 4.733903 -3.391347  0.108
C14 5.722473 3.325963 -8.612367  -0.071
H11 9.731903 -2.788897 8.715123  0.107
C15 -0.607997 -10.306077 -3.101307  -0.275
H12 -9.928237 3.334823 4.614273  0.111
H13 1.482363 -2.037367 11.024513  0.116
C16 7.521183 3.479633 -10.164107  -0.285
H14 11.653933 -0.811577 7.238363  0.071
H15 -4.178437 7.556763 1.966973  0.103
C17 0.216293 -4.792987 -10.645017  -0.263
C18 -1.938557 -10.185347 -2.641667  0.006
C19 -1.128007 -1.506117 0.767353  -0.081
C20 -2.052517 7.832223 4.567253  -0.042
C21 -7.482497 1.239853 5.625653  -0.216
C22 0.658823 -1.481777 11.473093  -0.223
C23 8.809403 -1.060517 7.974353  -0.206
H16 -3.333297 -0.513257 -1.659627  0.094
H17 5.882063 6.810493 -0.444737  0.104
C24 -8.276757 2.550343 5.537453  -0.193
C25 7.879423 4.706483 -9.603737  -0.015
H18 -3.252487 -1.421847 0.698933  0.092
H19 -0.693867 0.733913 12.119463  0.086
H20 8.718593 -6.670977 0.290103  0.070
C26 -1.763307 9.090843 -5.042297  -0.109
H21 5.964303 8.455363 1.214563  0.108
H22 7.771523 -4.046557 -0.960317  0.103
H23 0.295993 -8.135097 -12.474217  0.100
H24 -3.584027 -7.344447 6.457363  0.106
H25 -8.171027 2.982853 2.838103  0.074
H26 -8.717207 2.810543 6.499953  0.112
C27 -0.469937 -6.143847 -12.538277  -0.083
C28 0.058183 -0.825887 -1.255897  -0.312
C29 -1.476677 7.859393 -5.580117  -0.102
C30 -2.351067 -1.313787 0.113983  -0.095
H27 -3.327867 -8.763187 -1.734047  0.099
H28 -13.657247 4.187523 -4.584977  0.102
H29 4.826773 3.770203 2.458483  0.112
H30 -3.323477 5.243003 1.892183  0.098
H31 -1.000237 6.878943 -7.341057  0.109
H32 5.405283 4.491963 0.082973  0.102
H33 -1.721887 9.163583 -3.965547  0.100
C31 -2.371357 -8.889247 -2.219417  -0.076
C32 -3.957527 -8.346187 6.304393  -0.096
H34 11.990733 -2.406557 7.778363  0.062
F4 -1.240387 8.822043 -9.126467  0.047
C33 -0.319757 -7.898897 -2.972897  -0.095
C34 0.182443 -9.157757 -3.298807  -0.017
H35 -1.517507 11.176513 -7.715557  0.112
H36 -1.761297 8.594153 5.275103  0.116
C35 -12.654117 4.598193 -4.470157  -0.257
H37 -8.578047 1.230043 2.878213  0.075
H38 0.325453 -7.035057 -3.035217  0.104
C36 7.170253 5.282453 -8.541317  -0.086
F5 1.216533 -0.658107 -1.890077  0.071
H39 5.493023 7.799313 3.640653  0.119
H40 5.476753 4.981333 -7.301267  0.098
H41 1.197123 -9.250387 -3.656937  0.109
C37 -5.281497 -9.965997 5.200433  -0.304
H42 10.154193 -3.078917 -0.441177  0.113
H43 -0.806927 6.255493 5.290563  0.103
H44 -9.909387 1.497323 4.879833  0.114
C38 -3.389677 -9.304577 7.118473  -0.097
H45 8.719183 5.199313 -10.071007  0.111
C39 5.374013 5.204493 0.893973  -0.089
H46 -5.216747 -11.934027 5.937883  0.115
C40 -1.592887 10.233663 -7.194257  -0.017
C41 -9.385017 2.392363 4.545073  -0.288
C42 -2.997737 8.207803 3.643403  -0.245
H47 1.311483 -7.891437 -10.201377  0.109
C43 10.962593 -4.736957 0.317713  -0.236
C44 0.831273 -5.888687 -10.100987  -0.050
H48 -5.211427 -7.875287 4.678023  0.117
H49 4.801763 2.911283 -8.229307  0.099
H50 9.366873 -3.549347 1.023913  0.117
H51 -0.796537 -4.037387 -12.351927  0.113
C45 -4.872137 -8.667787 5.328593  -0.024
H52 -11.692897 3.248853 -6.015297  0.120
N1 -6.938317 0.262353 5.655193  0.136
H53 10.988143 -2.295927 6.432713  0.073
H54 -0.900857 -6.156847 -13.528497  0.107
C46 -2.036037 5.579883 3.674373  -0.088
N2 11.928863 -5.360877 0.461293  0.135
C47 -1.288457 7.834473 -6.928397  -0.025
H55 -1.904987 -6.763807 -2.275307  0.102
H56 -3.424967 -11.278407 7.745143  0.102
H57 8.225283 -0.978447 8.890963  0.109
H58 -7.633377 3.372673 5.224523  0.112
N3 7.437773 -2.231317 6.042133  0.130
H59 -11.892187 2.724143 -4.325177  0.113
N4 -9.259237 4.447543 -4.366497  0.139
C48 0.080513 -1.284157 0.064713  -0.011
H60 7.365103 6.255773 -8.115757  0.106
C49 -2.945197 5.925763 2.638593  -0.062
H61 6.129373 1.808863 -10.095247  0.112
C50 5.754173 7.451713 1.553593  -0.085
F6 8.289633 2.895893 -11.101207  0.057
C51 -1.586777 6.533663 4.597133  -0.091
C52 -0.385107 -4.924307 -11.893127  -0.024
H62 -2.605077 -9.051477 7.816133  0.101
H63 0.058963 -0.897337 9.581263  0.122
N5 -1.090487 -3.384987 11.935123  0.136
H64 -13.284307 6.620993 -4.604157  0.062
C53 -3.797177 -10.631477 6.964543  -0.083
C54 5.679173 6.506073 0.571413  -0.116
H65 1.050513 -1.132477 12.428423  0.123
H66 1.151333 0.211263 10.491693  0.115
C55 8.621833 -4.675737 -0.697237  -0.248
H67 -1.964967 11.182503 -5.316067  0.102
H68 -1.141757 -0.137207 -2.872997  0.109
C56 -1.575467 -7.782667 -2.415867  -0.120
C57 9.752083 -3.945157 0.084213  -0.176
C58 5.180163 4.760053 2.210073  0.010
C59 -10.288687 4.022953 -4.660197  -0.237
H69 7.416793 -5.566717 0.769903  0.068
C60 -12.545177 6.025113 -5.139617  -0.089
H70 8.975423 -5.009027 -1.672937  0.101
H71 -2.589527 -11.047087 -2.647007  0.107
C61 0.106993 -7.231067 -11.914387  -0.091
H72 -11.589427 6.508873 -4.938087  0.066
F7 -3.541587 9.477373 3.641843  0.029
C62 5.505023 7.059123 2.854293  -0.033
C63 10.070733 -1.784447 8.461403  -0.250
F8 5.109823 5.455693 4.496163  0.050
H73 10.445003 -1.296587 9.361403  0.106
C64 -1.143347 -0.553967 -1.876647  -0.021
H74 1.251193 -5.775627 -9.112417  0.121
C65 -0.325397 -2.540997 11.701673  -0.232
C66 -3.487477 7.226323 2.728403  -0.017
H75 -1.611847 4.591033 3.767393  0.094
C67 8.025773 -1.744547 6.906723  -0.214
C68 -1.372007 8.983843 -7.783677  -0.235

Cartesian forces, eV/Å:
-0.43 0.58 0.87
-0.27 0.06 -0.07
-0.20 -0.21 0.08
-0.03 -0.88 -1.09
-0.36 0.12 0.02
0.61 -0.14 1.18
0.30 -0.53 -0.59
-0.16 0.01 -0.32
-0.85 -0.29 0.32
-1.06 -1.58 -0.68
-0.64 0.23 -0.70
0.25 0.02 0.03
-1.42 1.58 -0.45
0.07 -0.30 -0.40
-0.33 0.01 -0.30
0.20 0.55 -0.94
1.55 -1.53 0.93
-0.15 0.21 1.63
0.30 0.03 0.05
-1.32 -0.97 0.40
0.03 -0.07 0.11
0.03 0.09 -0.23
0.51 -0.91 1.28
1.86 -0.66 1.43
0.03 -0.05 0.05
0.47 -0.13 0.02
0.48 0.85 -0.56
0.47 -0.17 0.09
-1.12 1.47 0.29
-0.67 -0.35 0.11
0.35 0.09 -0.07
-0.42 -0.07 1.30
-0.40 0.12 -0.23
-0.25 0.04 0.04
-0.78 -0.15 -0.87
1.03 1.34 0.14
0.29 0.08 -1.50
-0.40 1.18 0.30
-2.62 5.20 0.04
0.79 -1.49 -0.09
0.00 -0.01 0.63
0.09 -0.06 -0.20
-0.07 -0.24 -0.16
1.39 -1.20 0.23
0.49 0.07 -0.64
-0.20 -0.17 -0.20
0.19 -0.23 0.08
0.29 0.25 0.10
0.91 0.92 0.80
-0.04 0.27 0.63
0.31 0.62 0.36
-0.58 -0.33 0.05
-0.31 0.29 -0.35
0.31 -0.14 0.13
0.34 -0.26 0.17
0.55 0.41 0.49
-1.12 -0.59 1.55
-0.28 1.02 0.19
0.48 1.21 -0.98
-0.21 -0.14 -0.22
-0.10 0.10 -0.37
0.34 -0.11 0.00
0.17 -0.10 0.06
-0.12 0.00 -0.57
-0.39 -0.26 0.02
-0.59 0.26 0.17
0.15 -1.44 -0.57
1.11 0.21 0.72
0.26 0.00 0.14
0.08 0.19 0.87
0.53 -1.06 0.13
-0.17 -0.59 0.31
-0.26 -0.14 -0.37
0.36 -0.09 0.17
-0.36 1.68 -1.05
0.22 0.12 0.01
-0.03 0.07 -0.31
0.30 -0.64 -1.06
0.34 0.20 -0.36
0.08 0.02 0.18
0.02 0.05 0.17
0.05 -0.18 -0.06
0.95 -0.81 1.18
-0.48 0.15 -0.36
-0.12 -0.02 0.20
-0.80 0.37 -0.27
-0.21 -0.54 -0.64
0.17 0.15 0.13
0.27 -1.30 0.16
0.21 -0.20 0.13
0.58 -0.84 -0.24
0.07 0.03 -0.70
-1.16 -1.47 -1.03
-0.19 -0.38 -0.28
0.77 -1.17 0.30
-0.07 1.55 2.16
-0.30 -0.13 -0.15
0.12 -0.43 -0.05
0.08 -0.20 0.19
-0.16 0.10 -0.02
-0.34 0.85 -0.63
-0.37 0.29 0.02
1.91 -3.45 0.09
-0.64 0.42 -0.05
-0.03 -0.34 0.01
-0.02 0.37 -0.56
-1.14 0.77 -0.15
0.37 -0.26 -2.42
-0.40 -0.09 0.60
-0.04 -0.73 -0.43
-0.65 0.19 -0.34
0.33 -0.16 0.18
0.34 0.21 0.59
0.48 -0.54 -0.32
-0.39 -0.23 -0.18
-0.61 -0.01 0.18
0.41 0.01 -0.21
0.10 1.42 2.33
0.15 -0.01 -0.15
-0.29 0.03 -0.24
0.03 0.42 -0.20
-0.13 -0.67 -0.83
-0.36 1.35 0.45
-0.12 0.06 0.15
-0.26 0.64 -0.26
1.14 1.26 -0.49
-0.11 0.26 -0.26
-0.15 0.77 1.03
0.27 0.01 -0.41
-0.30 0.18 0.09
-0.23 0.43 -0.60
-0.09 -1.14 -1.36
0.27 0.19 -0.02
0.04 -0.02 -0.13
0.10 0.59 -0.42
-0.48 -0.08 -0.16
0.09 1.52 0.03
0.14 0.03 0.07
0.12 -0.28 0.53
-0.75 -1.05 1.16
0.55 0.32 -0.12
0.04 -0.05 0.36
1.09 -0.79 -0.39
0.13 -0.28 -0.29
0.69 -1.38 -0.03
0.69 1.68 0.70
0.15 -0.22 -1.88
0.11 -0.05 -0.22
-0.11 0.01 -0.04
-1.50 0.07 0.05
0.28 -0.01 0.07
-1.48 -1.00 0.79
0.85 0.87 -0.39
-0.08 -0.15 -0.25
0.41 0.34 0.10
-0.19 -0.74 1.67

Output
**Energy relative to the best compared isomer or geometry (same formula, charge and spin)**: 19.70 kcal per mole
**Net charge**: 0
**Gap between HOMO and LUMO**: 9.59 eV